The following is a DFT calculation (the ωB97M-V functional and the def2-TZVPD basis) of the molecule C6H13BrNO2P in a non-equilibrium geometry.

- Highest occupied orbital energy (spin up / spin down): -6.4 / -6.4 eV
- Total energy: -3356.94811 Ha
- LUMO energy (spin up / spin down): 0.008 / 0.008 Eh
- Relative energy (zero: lowest compared OMol25 entry of this formula, charge and spin): 97.10 kJ/mol
- Net charge: 0
- Molar mass: 242.053 g/mol
- Frontier orbital gap (spin up / spin down): 6.63 / 6.63 eV

Last column: natural (NBO) charge in e.
Geometry (Å):
C1 0.365 0.872 0.660  0.89
C2 0.310 -0.962 -1.851  -0.64
C3 -0.683 -2.517 -0.152  -0.61
C4 -1.913 -0.417 -0.763  -0.65
C5 1.686 1.933 2.498  -0.20
C6 -0.537 -1.057 -0.583  0.27
N1 0.624 1.162 2.001  -0.62
O1 0.205 1.656 -0.310  -0.64
O2 0.162 -0.452 0.537  -0.51
P1 0.019 3.168 -1.050  0.03
Br1 3.514 1.060 2.260  -0.11
H1 -0.184 -1.489 -2.662  0.22
H2 0.457 0.073 -2.147  0.23
H3 1.284 -1.414 -1.677  0.22
H4 -1.260 -2.580 0.767  0.21
H5 0.297 -2.951 0.025  0.22
H6 -1.188 -3.086 -0.927  0.22
H7 -1.835 0.604 -1.124  0.24
H8 -2.488 -0.995 -1.481  0.22
H9 -2.445 -0.411 0.187  0.21
H10 1.589 2.079 3.570  0.23
H11 0.476 0.308 2.533  0.41
H12 -0.228 2.537 -2.277  -0.08
H13 1.774 2.879 1.965  0.23

The following is a DFT calculation (the ωB97M-V functional and the def2-TZVPD basis) of a 2-piece molecular cluster, C6H13Cl3NP overall in a non-equilibrium geometry.

- Highest occupied orbital energy: -9.3 eV
- Total energy: -2013.02837 Ha
- LUMO energy: 0.018 Eh
- Structure (SMILES): ClCP(Cl)CCl.CC1(C)CN1
- Relative energy (zero: lowest compared OMol25 entry of this formula, charge and spin): 0.00 kJ/mol
- Net charge: 0
- Molar mass: 236.510 g/mol
- Frontier orbital gap: 9.77 eV

Last column: natural (NBO) charge in e.
Geometry (Å):
Cl1 -0.287 -1.554 -2.804  -0.07
C1 1.503 -1.234 -2.848  -0.68
P1 2.087 -0.300 -1.340  0.82
Cl2 3.268 -1.797 -0.615  -0.27
C2 3.279 0.876 -2.133  -0.75
Cl3 4.589 0.081 -2.847  0.00
H1 2.026 -2.151 -2.878  0.24
H2 1.673 -0.662 -3.759  0.23
H3 2.820 1.664 -2.619  0.24
H4 3.784 1.315 -1.297  0.24
C3 -2.292 1.385 2.557  -0.62
C4 -1.635 0.273 1.633  0.08
C5 -2.329 0.236 0.285  -0.63
C6 -1.068 -0.918 2.329  -0.30
N1 -0.216 0.221 1.818  -0.58
H5 -2.277 1.068 3.602  0.21
H6 -3.329 1.486 2.178  0.21
H7 -1.565 2.239 2.369  0.22
H8 -1.956 -0.351 -0.575  0.23
H9 -3.400 -0.260 0.523  0.21
H10 -2.507 1.287 0.039  0.22
H11 -1.059 -0.806 3.405  0.19
H12 -1.214 -1.978 2.009  0.21
H13 0.104 -0.118 0.967  0.34

The following is a DFT calculation (the ωB97M-V functional and the def2-TZVPD basis) of a 2-piece molecular cluster, C6H13FN overall in a non-equilibrium geometry.

- Highest occupied orbital energy: -13.4 eV
- Total energy: -390.68973 Ha
- LUMO energy: -0.115 Eh
- Relative energy (zero: lowest compared OMol25 entry of this formula, charge and spin): 90.15 kJ/mol
- Net charge: +1
- Molar mass: 118.175 g/mol
- Frontier orbital gap: 10.32 eV

Last column: natural (NBO) charge in e.
Geometry (Å):
C1 -2.764 0.090 0.782  -0.20
C2 -1.690 0.863 0.813  0.17
C3 -2.979 -1.100 -0.082  -0.65
C4 2.076 -0.560 0.928  -0.70
C5 1.763 -0.533 -1.592  -0.37
C6 1.935 0.045 -0.406  0.12
N1 1.819 1.474 -0.447  -0.70
F1 -0.561 0.746 -0.067  -0.41
H1 -3.495 0.454 1.475  0.24
H2 -2.624 -2.009 0.416  0.24
H3 -3.926 -1.313 -0.370  0.24
H4 -2.428 -0.985 -0.975  0.22
H5 0.981 -0.498 1.221  0.25
H6 2.115 -1.617 0.765  0.27
H7 2.724 -0.334 1.730  0.26
H8 -1.507 1.672 1.529  0.19
H9 1.585 0.065 -2.605  0.22
H10 1.775 -1.663 -1.874  0.26
H11 2.589 1.783 0.106  0.44
H12 0.825 1.619 0.025  0.48
H13 1.787 1.800 -1.371  0.44

The following is a DFT calculation (the ωB97M-V functional and the def2-TZVPD basis) of C6H13HgO4 as an isolated structure in a non-equilibrium geometry.

- Highest occupied orbital energy (spin up / spin down): -8.0 / -8.8 eV
- Total energy: -690.53113 Ha
- LUMO energy (spin up / spin down): 0.029 / 0.007 Eh
- Relative energy (zero: lowest compared OMol25 entry of this formula, charge and spin): 409.98 kJ/mol
- Net charge: 0
- Molar mass: 349.756 g/mol
- ⟨S²⟩: 0.753
- Frontier orbital gap (spin up / spin down): 8.77 / 9.03 eV
- 2S+1: 2

Last column: natural (NBO) charge in e.
Geometry (Å):
C1 -0.223 -3.272 -0.433  -0.27
O1 -0.385 -1.976 0.129  -0.59
C2 -0.346 -1.831 1.500  -0.09
H1 -0.738 -3.994 0.217  0.19
H2 -0.436 -3.127 -1.498  0.22
H3 0.790 -3.697 -0.375  0.17
H4 -1.012 -1.025 1.804  0.18
H5 0.601 -2.326 1.723  0.18
H6 -0.239 0.706 1.706  0.15
O2 2.116 0.060 0.582  -0.91
C3 1.906 1.251 1.267  -0.08
C4 0.433 1.654 1.150  -0.09
O3 0.211 1.643 -0.248  -0.65
C5 -1.099 1.815 -0.775  -0.10
C6 -1.063 1.225 -2.185  -0.08
O4 -0.473 -0.032 -2.197  -0.90
Hg1 0.914 -0.209 -0.888  1.46
H7 2.536 2.076 0.870  0.16
H8 2.124 1.158 2.350  0.17
H9 0.189 2.628 1.599  0.19
H10 -1.377 2.880 -0.766  0.19
H11 -1.802 1.251 -0.138  0.17
H12 -0.522 1.939 -2.840  0.15
H13 -2.107 1.203 -2.555  0.17

The following is a DFT calculation (the ωB97M-V functional and the def2-TZVPD basis) of an isolated ion of composition C6H13IN3 and charge +1 in a non-equilibrium geometry.

- Highest occupied orbital energy: -11.4 eV
- Total energy: -697.90274 Ha
- LUMO energy: -0.136 Eh
- Relative energy (zero: lowest compared OMol25 entry of this formula, charge and spin): 475.43 kJ/mol
- Net charge: +1
- Molar mass: 254.095 g/mol
- Frontier orbital gap: 7.68 eV

Last column: natural (NBO) charge in e.
Geometry (Å):
C1 1.160 -2.519 -0.293  -0.46
C2 -0.537 -0.642 -0.522  -0.47
C3 0.595 1.750 0.012  -0.22
C4 0.192 -1.601 0.376  -0.28
C5 1.677 -1.456 0.537  -0.04
C6 -0.537 0.678 0.212  -0.05
N1 1.909 1.196 0.336  -0.49
N2 2.437 0.207 -0.472  -0.43
N3 -1.804 1.481 -0.185  -0.69
I1 4.501 0.048 -0.208  0.33
H1 1.320 -3.488 -0.075  0.24
H2 1.399 -2.498 -1.398  0.25
H3 0.058 -0.415 -1.527  0.25
H4 -1.453 -1.129 -0.630  0.24
H5 0.384 2.188 -1.005  0.21
H6 0.277 2.566 0.756  0.21
H7 -0.474 -2.035 1.297  0.25
H8 2.212 -1.517 1.487  0.23
H9 -0.429 0.333 1.305  0.24
H10 2.012 1.044 1.364  0.36
H11 -1.704 2.444 0.077  0.45
H12 -2.689 1.156 0.304  0.44
H13 -2.107 1.205 -1.059  0.44

The following is a DFT calculation (the ωB97M-V functional and the def2-TZVPD basis) of a 2-piece molecular cluster, C6H13IN3O2 overall in a non-equilibrium geometry.

- Highest occupied orbital energy (spin up / spin down): -12.4 / -12.4 eV
- Total energy: -848.45013 Ha
- LUMO energy (spin up / spin down): -0.160 / -0.160 Eh
- Relative energy (zero: lowest compared OMol25 entry of this formula, charge and spin): 51.60 kJ/mol
- Net charge: +1
- Molar mass: 286.093 g/mol
- Frontier orbital gap (spin up / spin down): 8.05 / 8.05 eV

Last column: natural (NBO) charge in e.
Geometry (Å):
C1 0.681 0.604 0.009  0.92
C2 2.616 2.148 -0.143  0.13
C3 -2.905 1.189 -0.450  -0.61
C4 -1.669 -0.952 -1.161  -0.64
C5 -1.963 -0.478 1.341  -0.65
C6 -1.748 0.107 -0.088  0.28
N1 1.518 1.581 -0.184  -0.44
N2 3.386 -1.549 0.334  0.01
N3 3.632 -2.680 0.480  -0.23
O1 1.115 -0.643 0.162  -0.63
O2 -0.612 0.963 0.040  -0.47
I1 4.848 0.209 -0.086  -0.04
H1 3.077 2.563 0.781  0.22
H2 3.112 2.586 -0.992  0.22
H3 -3.947 0.910 -0.232  0.23
H4 -2.625 1.745 0.384  0.22
H5 -2.764 1.522 -1.431  0.22
H6 -2.650 -1.409 -1.388  0.26
H7 -0.967 -1.657 -0.933  0.17
H8 -1.211 -0.406 -2.026  0.23
H9 -2.991 -0.443 1.407  0.23
H10 -1.557 -1.497 1.426  0.21
H11 -1.466 0.042 2.201  0.24
H12 4.583 -3.092 0.454  0.38
H13 0.508 -1.364 0.095  0.53

The following is a DFT calculation (the ωB97M-V functional and the def2-TZVPD basis) of an isolated ion of composition C6H13INS and charge +1 in a non-equilibrium geometry.

- Highest occupied orbital energy: -12.3 eV
- Total energy: -986.69294 Ha
- LUMO energy: -0.222 Eh
- Relative energy (zero: lowest compared OMol25 entry of this formula, charge and spin): 178.34 kJ/mol
- Net charge: +1
- Molar mass: 258.148 g/mol
- Frontier orbital gap: 6.23 eV

Last column: natural (NBO) charge in e.
Geometry (Å):
C1 -0.539 -0.321 0.366  -0.08
C2 0.262 -1.492 -0.246  -0.30
C3 3.043 -1.312 0.793  -0.50
C4 -1.697 0.167 -0.493  -0.65
C5 0.838 -1.220 -1.696  -0.64
C6 0.225 1.812 1.680  -0.42
N1 0.280 0.887 0.520  -0.67
S1 1.534 -2.052 1.000  0.64
I1 3.654 0.394 -0.168  0.48
H1 -0.792 -0.634 1.324  0.21
H2 -0.375 -2.426 -0.127  0.26
H3 3.740 -1.710 1.618  0.28
H4 -2.189 1.000 0.070  0.24
H5 -2.593 -0.461 -0.762  0.24
H6 -1.450 0.677 -1.459  0.22
H7 1.156 -0.201 -1.790  0.23
H8 0.047 -1.365 -2.466  0.26
H9 1.676 -1.967 -1.893  0.23
H10 0.236 1.430 2.650  0.21
H11 1.237 2.276 1.459  0.22
H12 -0.683 2.401 1.775  0.20
H13 0.228 1.436 -0.357  0.37

The following is a DFT calculation (the ωB97M-V functional and the def2-TZVPD basis) of an isolated ion of composition C6H13N and charge -1 in a non-equilibrium geometry.

- Highest occupied orbital energy (spin up / spin down): 0.7 / -1.5 eV
- Total energy: -291.04088 Ha
- LUMO energy (spin up / spin down): 0.161 / 0.157 Eh
- Relative energy (zero: lowest compared OMol25 entry of this formula, charge and spin): 166.56 kJ/mol
- Net charge: -1
- Molar mass: 99.177 g/mol
- ⟨S²⟩: 0.758
- Frontier orbital gap (spin up / spin down): 3.66 / 5.74 eV
- 2S+1: 2

Last column: natural (NBO) charge in e.
Geometry (Å):
C1 -2.337 -0.693 1.330  -0.61
C2 -1.628 -1.526 0.276  -0.41
C3 -1.162 -0.685 -0.914  -0.45
C4 -0.231 0.482 -0.587  -0.56
C5 0.751 0.322 0.410  -0.26
N1 2.069 0.951 0.372  -0.65
C6 2.548 1.192 -0.981  -0.41
H1 -3.003 0.000 0.814  0.19
H2 -1.715 -0.074 1.981  0.21
H3 -2.976 -1.331 1.946  0.17
H4 -0.882 -2.232 0.653  0.19
H5 -2.442 -2.145 -0.139  0.17
H6 -0.695 -1.237 -1.745  0.17
H7 -2.096 -0.266 -1.325  0.16
H8 -0.605 1.479 -0.879  0.14
H9 0.558 -0.163 1.365  0.12
H10 2.733 0.279 0.744  0.33
H11 3.595 1.518 -0.910  0.16
H12 2.469 0.334 -1.660  0.16
H13 2.035 2.052 -1.398  0.18

The following is a DFT calculation (the ωB97M-V functional and the def2-TZVPD basis) of the molecule C6H13N in a non-equilibrium geometry.

- Highest occupied orbital energy: -7.9 eV
- Total energy: -291.02991 Ha
- LUMO energy: 0.043 Eh
- Structure (SMILES): CC/C=C/NCC
- Relative energy (zero: lowest compared OMol25 entry of this formula, charge and spin): 338.27 kJ/mol
- Net charge: 0
- Molar mass: 99.177 g/mol
- Frontier orbital gap: 9.02 eV

Last column: natural (NBO) charge in e.
Geometry (Å):
C1 -3.553 0.557 0.299  -0.62
C2 -2.508 -0.324 -0.414  -0.47
C3 -1.118 -0.248 0.197  -0.16
C4 -0.012 -0.692 -0.531  -0.14
N1 1.286 -0.530 0.120  -0.66
C5 2.210 0.506 -0.313  -0.21
C6 3.447 0.363 0.565  -0.61
H1 -4.527 0.578 -0.188  0.22
H2 -3.272 1.568 0.583  0.22
H3 -3.682 0.010 1.244  0.20
H4 -2.680 -1.291 -0.872  0.24
H5 -1.751 0.427 -0.931  0.29
H6 -0.993 0.344 1.086  0.21
H7 -0.089 -0.555 -1.602  0.17
H8 1.710 -1.450 0.090  0.36
H9 1.697 1.461 -0.144  0.19
H10 2.527 0.464 -1.366  0.16
H11 3.081 0.551 1.573  0.21
H12 3.909 -0.629 0.578  0.20
H13 4.198 1.114 0.299  0.21

The following is a DFT calculation (the ωB97M-V functional and the def2-TZVPD basis) of the molecule C6H13N in a non-equilibrium geometry.

- Highest occupied orbital energy: -6.9 eV
- Total energy: -291.02699 Ha
- LUMO energy: 0.037 Eh
- Structure (SMILES): CCCC/C=C\N
- Relative energy (zero: lowest compared OMol25 entry of this formula, charge and spin): 345.95 kJ/mol
- Net charge: 0
- Molar mass: 99.177 g/mol
- Frontier orbital gap: 7.87 eV

Last column: natural (NBO) charge in e.
Geometry (Å):
C1 0.120 -2.735 1.317  -0.62
C2 0.801 -1.846 0.228  -0.40
C3 -0.067 -0.654 -0.193  -0.39
C4 0.720 0.507 -0.811  -0.43
C5 0.189 1.778 -1.417  -0.39
C6 -0.919 2.425 -0.928  0.07
N1 -1.104 2.811 0.369  -0.77
H1 -0.632 -3.310 0.854  0.20
H2 0.634 -3.232 2.221  0.22
H3 -0.525 -1.936 1.707  0.20
H4 1.611 -1.498 0.831  0.20
H5 1.029 -2.401 -0.659  0.20
H6 -0.596 -0.311 0.797  0.18
H7 -0.820 -1.007 -0.948  0.20
H8 1.478 0.891 -0.037  0.18
H9 1.305 0.055 -1.642  0.22
H10 0.795 2.453 -2.046  0.22
H11 -1.758 2.616 -1.553  0.17
H12 -0.349 2.723 0.979  0.37
H13 -1.913 2.669 0.931  0.37

- The highest total energy belongs to which entry?
  number 10

- The lowest relative energy (zero: lowest compared OMol25 entry of this formula, charge and spin) belongs to which entry?
  C6H13Cl3NP

- Which formula does entry 5 have?
  C6H13IN3

- Among the records above, which one has the highest relative energy (zero: lowest compared OMol25 entry of this formula, charge and spin)?
  C6H13IN3